Entry 1:
15
Properties=species:S:1:pos:R:3 method="wB97M-V/def2-TZVPD" e_lumo_ev=0.509 fmax_ev_per_a=3.661 homo_energy_ev=-9.6 homo_lumo_gap_ev=10.066
C -2.80 -0.15 -0.01
C 2.29 0.00 0.37
C 0.95 -0.36 -0.39
C -0.34 0.30 0.14
N -3.69 0.50 0.28
N -1.86 -1.04 -0.21
O -0.71 1.46 -0.33
H 3.28 -0.23 -0.33
H 2.24 1.04 0.68
H 2.38 -0.62 1.32
H 1.18 -0.01 -1.35
H 0.87 -1.48 -0.21
H -0.35 0.12 1.23
H -1.84 -1.31 -1.16
H -1.60 1.78 -0.04



Entry 2:
62
Properties=species:S:1:pos:R:3 method="wB97M-V/def2-TZVPD" total_charge=+3 e_lumo_ev=-14.767 fmax_ev_per_a=5.720 homo_energy_ev=-17.1 homo_lumo_gap_ev=2.297
C 3.71 -3.26 1.25
O 2.35 -3.51 0.84
C 2.18 -3.21 -0.55
C 0.72 -3.51 -1.11
C -0.46 -3.29 -0.03
C -1.85 -3.38 -0.86
C -2.92 -2.26 -0.43
C -3.18 -1.14 -1.57
C -3.05 0.38 -0.98
C -2.17 1.32 -1.92
C -1.51 2.58 -1.18
C -0.83 2.25 0.21
C 0.66 1.88 0.31
N 1.61 1.82 -0.78
C 2.04 3.17 -1.28
C 1.19 0.91 -1.86
C 0.99 1.40 -3.39
O 0.94 -0.29 -1.63
C 1.21 1.56 1.75
C 2.73 1.15 1.89
O 3.02 0.54 3.17
O 4.08 1.18 3.77
C 0.25 1.66 2.99
N 0.56 1.45 4.38
S -0.84 1.74 5.32
N -2.04 2.15 4.14
C -1.26 2.05 2.94
C -1.76 2.33 1.49
N -3.16 2.73 1.26
H 3.70 -2.76 2.28
H 4.28 -2.57 0.55
H 4.31 -4.23 1.35
H 2.56 -2.15 -0.72
H 2.90 -3.91 -1.13
H 0.46 -2.87 -2.02
H 0.72 -4.60 -1.48
H -0.37 -2.33 0.57
H -0.37 -4.15 0.73
H -2.31 -4.39 -0.57
H -1.68 -3.36 -1.99
H -3.92 -2.79 -0.23
H -2.59 -1.82 0.56
H -2.49 -1.31 -2.46
H -4.27 -1.26 -1.91
H -4.11 0.81 -0.97
H -2.66 0.25 0.09
H -2.82 1.75 -2.76
H -1.41 0.64 -2.44
H -0.73 3.04 -1.87
H -2.32 3.38 -1.05
H 1.18 3.86 -1.54
H 2.63 3.66 -0.42
H 2.79 3.02 -2.12
H 0.19 0.75 -3.89
H 1.95 1.34 -4.00
H 0.57 2.47 -3.44
H 3.38 2.05 1.64
H 2.93 0.33 1.10
H 4.85 0.99 3.18
H -3.81 1.94 1.40
H -3.39 3.50 1.92
Al -3.33 0.34 3.46



Entry 3:
22
Properties=species:S:1:pos:R:3 method="wB97M-V/def2-TZVPD" total_charge=-1 e_lumo_ev=3.776 fmax_ev_per_a=1.478 homo_energy_ev=-5.5 homo_lumo_gap_ev=9.295
C -1.06 -1.00 -1.12
O -1.89 0.08 -0.78
C 0.40 -0.79 -0.70
N 0.91 0.51 -1.22
H -1.31 -1.96 -0.62
H -1.08 -1.18 -2.20
H 0.31 -0.85 0.40
H 1.02 -1.62 -1.02
H 0.05 1.05 -1.15
H 1.52 0.92 -0.51
H -0.55 -1.32 3.80
H -0.58 -0.22 2.72
O 0.03 -0.70 3.37
H 1.51 0.21 -2.75
H 1.12 0.13 -4.32
O 1.82 0.06 -3.68
H 0.27 1.50 1.59
H 1.36 1.13 2.46
O 1.18 1.84 1.84
H -1.97 1.29 2.04
H -1.77 0.15 0.23
O -1.29 0.75 1.62



Entry 4:
24
Properties=species:S:1:pos:R:3 method="wB97M-V/def2-TZVPD" smiles="COC(CC1=CC1)=C1CC1.Br" e_lumo_ev=0.827 fmax_ev_per_a=5.259 homo_energy_ev=-8.7 homo_lumo_gap_ev=9.531
C -0.93 3.41 1.06
C 0.51 3.30 0.38
C 2.14 -2.01 1.14
C 1.61 -2.86 -0.01
C 0.05 0.62 1.03
C -0.09 2.17 0.70
C 0.06 -0.68 0.14
C 0.92 -1.66 0.27
C -1.40 -1.66 -1.47
O -0.90 -0.46 -0.85
Br -1.96 1.96 -3.57
H -0.98 3.55 2.18
H -1.61 3.76 0.41
H 1.46 3.75 0.32
H -2.27 2.03 -2.17
H 1.91 -2.44 2.06
H 2.98 -1.37 0.96
H 1.98 -2.91 -1.00
H 1.10 -3.72 0.29
H 0.95 0.58 1.60
H -1.04 0.53 1.51
H -1.81 -2.33 -0.80
H -0.55 -2.15 -1.94
H -2.13 -1.43 -2.25